C27H33BN5PPtSi | ωB97M-V/def2-TZVPD

Results
Energy relative to the best compared isomer or geometry (same formula, charge and spin), kJ/mol: 141.3
Total energy, eV: -57074.3840

Last column: Löwdin charge in e.
Element x y z (Å)
Pt  -0.19287  0.28471  0.39601  0.660
B  4.44499  0.09920  -0.41506  -0.426
C  2.86181  0.06493  -0.40227  -0.231
N  1.70456  0.06136  -0.40344  -0.068
H  4.79562  0.15677  0.74580  0.002
H  4.81652  -0.92147  -0.94509  0.000
H  4.75632  1.09025  -1.03927  0.007
C  -0.15757  -1.70008  5.45995  -0.195
N  1.11561  -1.61876  4.75054  -0.150
C  1.82014  -0.42025  5.20507  -0.184
N  1.04801  0.81123  5.04928  -0.142
C  -0.23101  0.65694  5.73321  -0.191
N  -1.00268  -0.51358  5.31258  -0.151
C  -1.46653  -0.38021  3.92973  -0.319
P  -0.07707  -0.17414  2.72533  0.848
C  0.92840  -1.61786  3.29921  -0.306
C  0.86141  1.13388  3.63603  -0.310
H  0.05972  -1.82729  6.52286  0.126
H  -0.70893  -2.57599  5.11205  0.125
H  2.75851  -0.32442  4.65673  0.132
H  2.04715  -0.54867  6.26578  0.127
H  -0.83130  1.55526  5.57133  0.127
H  -0.03597  0.56136  6.80380  0.126
H  -2.16472  0.45708  3.85005  0.075
H  -2.02417  -1.28180  3.65863  0.089
H  1.89863  -1.58656  2.79701  0.095
H  0.43760  -2.54620  2.99589  0.091
H  0.35143  2.09409  3.53491  0.074
H  1.83355  1.25044  3.14910  0.095
C  -4.68754  1.04669  -0.57398  -0.016
C  -3.29417  0.64959  -0.50023  -0.191
N  -2.18305  0.36977  -0.48472  0.020
H  -4.79166  1.99602  -0.04662  0.078
H  -5.32023  0.29450  -0.10712  0.093
H  -4.97583  1.17613  -1.61572  0.096
C  3.17098  4.51140  2.73030  -0.079
C  1.83618  4.86531  2.85505  -0.083
C  0.88427  4.28013  2.03076  -0.109
C  1.24263  3.32846  1.06884  -0.279
C  2.59896  3.00912  0.94420  -0.099
C  3.55267  3.58880  1.76580  -0.063
Si  -0.08384  2.51966  0.01693  0.573
C  -1.73661  3.25745  0.58181  -0.292
C  -2.30148  2.97779  1.82920  -0.126
C  -3.47132  3.59007  2.25080  -0.085
C  -4.11374  4.50516  1.42332  -0.098
C  -3.57673  4.79463  0.17828  -0.085
C  -2.39919  4.17677  -0.23398  -0.083
C  0.19191  2.89677  -1.79542  -0.283
C  1.07121  3.91955  -2.15780  -0.084
C  1.26899  4.25906  -3.48980  -0.078
C  0.58917  3.57662  -4.48515  -0.086
C  -0.28414  2.55087  -4.14604  -0.084
C  -0.47664  2.21468  -2.81624  -0.108
H  3.91409  4.95927  3.37808  0.103
H  1.53358  5.59556  3.59504  0.102
H  -0.15300  4.56954  2.14874  0.093
H  2.92941  2.30117  0.19723  0.062
H  4.59132  3.30749  1.64877  0.112
H  -1.80853  2.27421  2.49210  0.063
H  -3.87979  3.36357  3.22817  0.104
H  -5.02350  4.99219  1.75098  0.102
H  -4.06619  5.50897  -0.47182  0.104
H  -1.98940  4.42008  -1.20800  0.102
H  1.61691  4.45688  -1.39074  0.100
H  1.96001  5.05114  -3.74826  0.104
H  0.74738  3.83348  -5.52489  0.102
H  -0.80486  2.00505  -4.92279  0.101
H  -1.14157  1.39624  -2.57053  0.073

Cartesian forces (eV/Å) of the 6 atoms listed first:
-0.211 -0.857 0.116
-0.204 -0.036 0.037
0.124 -0.195 -0.233
0.080 0.260 0.144
-0.004 0.027 0.034
0.033 0.008 -0.026